[1]
Molecular formula: C27H30BaCl2N7O2S
Method: DFT, wB97M-V/def2-TZVPD

Computed properties:
**Electronic energy**: -79584.544 eV
**F_max**: 0.0219 Eh/bohr
**Net charge**: +1

Each line ends with the natural charge from an NBO analysis.
Element x y z (Å)
H1 1.344 1.620 1.544  0.191
H2 -4.327 -0.334 4.326  0.231
C1 0.277 -3.106 1.275  -0.232
H3 -2.091 3.201 -3.143  0.136
H4 -0.811 -3.331 -0.421  0.382
H5 -0.931 2.102 0.736  0.175
N1 0.930 -0.812 1.977  -0.677
H6 -3.788 -2.397 3.032  0.231
H7 5.948 0.165 0.261  0.230
C2 2.591 1.677 -4.627  -0.256
C3 -3.314 1.500 -2.642  -0.328
H8 7.151 -0.727 -0.707  0.220
C4 -3.628 -0.300 3.500  -0.133
H9 1.240 -2.603 3.106  0.195
C5 2.613 0.593 -3.762  0.372
C6 -3.001 0.884 3.161  -0.262
O1 -2.456 -0.564 -1.810  -0.883
C7 -2.147 -2.608 0.894  -0.283
H10 -0.543 1.131 -5.778  0.239
C8 5.063 0.300 -3.810  -0.069
C9 -5.674 1.699 -3.080  -0.100
C10 -4.778 -0.345 -2.173  -0.128
C11 -2.116 0.892 2.093  0.221
H11 -2.022 2.999 1.764  0.223
Cl1 -7.057 2.596 -3.627  0.015
H12 3.443 2.336 -4.712  0.237
H13 0.044 -4.092 1.695  0.192
H14 -0.404 -2.024 3.007  0.201
Ba1 -0.248 -0.199 -0.849  1.828
H15 -0.332 -0.690 -4.125  0.207
H16 -2.835 -2.615 0.047  0.258
Cl2 -5.046 -1.966 -1.597  0.001
C12 0.370 1.018 -5.211  -0.242
H17 1.623 -0.032 3.829  0.187
C13 4.082 -0.077 -1.818  0.304
H18 1.738 2.143 3.154  0.216
N2 -0.781 -2.664 0.342  -0.684
C14 -3.448 0.158 -2.181  0.486
H19 5.104 0.515 -4.862  0.246
H20 1.385 2.717 -6.058  0.235
H21 -0.513 2.634 3.579  0.365
C15 -3.339 -1.447 2.777  -0.257
C16 6.028 -0.025 -2.934  -0.050
H22 5.694 -1.552 -0.101  0.230
C17 0.512 -2.144 2.424  -0.237
C18 0.494 -0.004 -4.287  0.042
C19 0.973 1.623 2.576  -0.232
N3 -1.879 -0.204 1.364  -0.546
H23 7.089 -0.130 -3.066  0.242
N4 1.595 -0.219 -3.559  -0.458
H24 -6.837 -0.044 -2.583  0.246
N5 3.857 0.285 -3.114  -0.378
N6 5.411 -0.255 -1.718  -0.340
C20 -5.847 0.391 -2.605  -0.179
C21 1.440 1.885 -5.368  -0.136
C22 -4.424 2.245 -3.100  -0.146
C23 -2.456 -1.362 1.714  0.231
N7 -0.214 2.466 2.627  -0.607
H25 -2.369 -3.485 1.512  0.192
C24 6.095 -0.616 -0.482  -0.402
H26 -4.276 3.257 -3.457  0.227
H27 -3.189 1.795 3.715  0.228
C25 -2.058 2.208 -2.667  0.451
H28 1.901 -0.872 1.679  0.379
H29 -0.106 0.038 3.568  0.198
H30 1.197 -3.213 0.695  0.207
S1 2.980 -0.215 -0.538  -0.438
O2 -0.976 1.822 -2.214  -0.718
C26 0.858 0.171 3.071  -0.249
C27 -1.330 2.155 1.754  -0.247


[2]
Molecular formula: C27H30BaCl2N7O2S
Method: DFT, wB97M-V/def2-TZVPD

Computed properties:
**Electronic energy**: -79584.863 eV
**F_max**: 0.0312 Eh/bohr
**Net charge**: +1

Each line ends with the Löwdin charge.
Element x y z (Å)
C1 -2.030 -1.565 1.113  -0.168
O1 2.360 -0.826 0.469  -0.457
H1 -0.299 4.323 1.315  0.125
O2 1.893 0.141 3.063  -0.153
C2 -2.923 0.320 -0.147  -0.197
H2 -0.960 -1.164 -5.986  0.131
H3 -1.005 2.878 4.457  0.128
C3 0.291 -1.430 -3.578  -0.273
H4 -3.662 -0.854 5.437  0.118
C4 -2.524 1.637 -0.797  -0.216
H5 4.858 -2.085 4.036  0.115
C5 0.082 1.062 -3.829  -0.726
H6 0.498 3.627 -4.327  0.064
C6 3.617 -1.401 2.409  -0.130
C7 0.904 -3.804 -2.444  -0.048
H7 -1.565 -1.057 -0.832  0.064
H8 0.875 3.194 2.809  0.114
H9 -2.961 -2.132 0.985  0.129
C8 -2.955 -1.281 3.454  -0.003
H10 1.507 -2.016 -5.243  0.126
H11 -3.445 2.220 -0.946  0.125
C9 3.358 -1.421 1.003  -0.408
H12 1.125 -4.736 -1.944  0.116
C10 1.417 -3.520 -3.698  -0.046
H13 3.174 -0.676 4.369  0.132
H14 -2.755 3.854 0.903  0.128
H15 -0.284 -3.040 -0.836  0.100
C11 -2.197 0.564 4.774  -0.002
H16 -1.210 -2.292 1.117  0.119
N1 -1.794 -0.597 0.045  -0.171
N2 -1.295 0.196 2.610  0.016
Cl1 6.875 -3.708 2.849  0.673
H17 -2.092 1.444 -1.781  0.092
H18 -1.077 3.045 -0.658  0.078
H19 2.053 -4.228 -4.211  0.120
H20 -2.235 1.166 5.672  0.122
C12 0.116 -2.850 -1.826  -0.113
N3 -0.211 -1.683 -2.380  0.136
H21 -3.600 -2.136 3.303  0.120
H22 -1.322 1.448 -6.752  0.129
C13 5.363 -2.824 0.779  -0.111
S1 0.797 1.651 -2.431  0.590
C14 -2.993 -0.558 4.639  -0.028
Ba1 0.609 0.652 0.758  1.900
H23 6.056 -3.357 0.143  0.110
H24 -3.365 0.518 0.832  0.111
H25 -0.372 3.625 -5.878  0.096
H26 -3.717 -0.137 -0.751  0.130
C15 5.547 -2.824 2.168  -0.673
C16 -0.389 3.278 -4.848  -0.029
H27 -1.273 3.673 -4.347  0.097
N4 -1.524 2.383 -0.031  -0.182
C17 1.116 -2.299 -4.275  0.012
C18 -2.087 -0.869 2.458  -0.274
C19 -2.028 3.068 1.154  -0.218
C20 -0.891 1.032 -5.861  -0.031
C21 -1.354 0.917 3.726  -0.265
H28 -2.564 2.343 1.769  0.107
H29 -1.346 4.353 2.726  0.123
C22 -0.711 -0.244 -5.491  -0.029
N5 -0.119 -0.229 -4.231  -0.001
N6 0.008 2.715 2.596  -0.169
C23 4.698 -2.114 2.964  -0.068
Cl2 4.134 -2.101 -1.496  0.718
C24 2.839 -0.607 3.319  -0.196
H30 0.413 1.829 4.426  0.126
C25 -0.467 2.134 3.855  -0.162
C26 -0.902 3.690 1.972  -0.198
N7 -0.398 1.828 -4.842  -0.122
C27 4.314 -2.142 0.224  -0.574


[3]
Molecular formula: C27H30Br2F3N7
Method: DFT, wB97M-V/def2-TZVPD

Computed properties:
**Electronic energy**: -187136.845 eV
**F_max**: 0.1499 Eh/bohr
**Net charge**: 0

Each line ends with the natural charge from an NBO analysis.
Element x y z (Å)
N1 0.327 -0.652 -0.891  -0.417
H1 2.510 -2.908 1.351  0.373
C1 0.818 0.612 -0.245  0.122
H2 -1.791 -3.350 0.252  0.241
H3 3.819 1.522 -2.507  0.226
H4 -3.736 2.922 -2.845  0.218
C2 -1.534 4.740 -5.369  0.031
C3 2.814 0.894 -2.377  -0.463
H5 4.025 -0.822 -3.275  0.215
C4 -3.767 -1.611 -1.476  0.272
C5 3.633 -1.432 -1.111  -0.447
C6 2.032 3.451 1.025  -0.222
C7 -0.686 0.102 5.301  0.036
C8 -1.909 -0.526 5.127  -0.265
H6 -3.152 6.127 -5.660  0.221
H7 2.686 -1.776 -0.515  0.220
C9 -0.373 -0.888 7.353  0.028
H8 -1.419 2.157 -3.378  0.196
F1 -4.091 -1.703 -0.004  -0.382
N2 -0.954 0.593 1.932  -0.387
N3 0.093 -0.059 6.393  -0.415
Br1 -3.330 0.311 -1.997  0.083
H9 0.351 3.083 2.725  0.243
C10 -3.615 4.586 -4.218  -0.163
H10 -0.467 -3.370 -1.094  0.254
C11 3.149 -0.697 -2.488  -0.404
C12 -1.844 3.031 -3.863  0.029
H11 -0.864 5.216 -6.080  0.194
C13 -5.138 -2.043 -2.291  0.577
H12 -3.314 -1.886 6.031  0.214
C14 2.659 2.821 -0.359  -0.227
H13 3.239 -3.071 2.834  0.376
C15 -0.778 -1.313 -0.120  0.174
F2 -4.883 -2.902 -3.484  -0.345
N4 -1.034 3.647 -4.751  -0.415
H14 -4.616 4.951 -4.011  0.218
C16 -2.361 -1.375 6.133  -0.169
C17 -3.129 3.457 -3.567  -0.264
C18 4.632 -2.628 1.295  0.560
N5 5.028 -3.962 1.131  -0.625
H15 -2.036 -2.330 -2.898  0.269
H16 2.199 -1.255 -2.943  0.230
H17 5.615 -0.864 1.652  0.378
C19 -2.515 -2.607 -1.844  -0.474
C20 -1.382 -2.735 -0.667  -0.457
H18 5.434 0.105 -0.826  0.214
C21 -1.367 -0.688 1.262  -0.009
C22 0.158 1.200 1.121  0.133
H19 2.134 1.207 -3.290  0.246
N6 3.254 -2.461 1.968  -0.919
Br2 -6.523 -2.806 -1.067  0.104
H20 3.565 3.414 -0.861  0.238
H21 4.184 -2.436 -1.449  0.229
H22 -2.223 -1.317 1.808  0.231
C23 2.082 1.388 -1.001  0.018
H23 4.268 -4.596 1.522  0.326
C24 -2.804 5.243 -5.137  -0.263
C25 0.796 2.624 1.723  -0.220
H24 -2.964 -3.703 -1.992  0.249
H25 4.082 0.136 0.485  0.202
H26 0.270 -0.998 8.221  0.193
C26 -1.581 -1.563 7.268  -0.268
H27 2.501 4.436 1.447  0.245
N7 5.489 -1.486 0.797  -0.650
C27 4.717 -0.602 -0.206  -0.240
H28 -2.494 -0.359 4.230  0.223
H29 -0.288 0.771 4.544  0.207
H30 -1.904 -2.218 8.069  0.219
F3 -5.695 -0.751 -2.842  -0.363


[4]
Molecular formula: C27H30Cl3F6IN2O19P
Method: DFT, wB97M-V/def2-TZVPD

Computed properties:
**Electronic energy**: -141621.421 eV
**F_max**: 0.1443 Eh/bohr
**Net charge**: +1

Each line ends with the Löwdin charge.
Element x y z (Å)
H1 -4.441 -4.108 7.658  0.178
O1 0.192 -3.738 3.442  0.088
C1 7.483 -4.850 -0.877  -0.323
F1 4.120 -0.987 1.848  0.073
Cl1 -3.020 6.582 -3.115  0.623
O2 -7.903 10.437 -0.248  0.184
H2 0.799 5.256 0.103  0.102
H3 2.688 -4.794 -2.581  0.158
I1 -3.276 -1.692 -1.821  0.428
H4 0.452 -3.884 0.660  0.174
P1 -0.889 -0.963 -1.712  0.601
H5 1.185 -5.299 2.490  0.149
H6 -0.591 -0.230 -4.672  0.167
H7 6.838 -5.975 0.853  0.146
O3 -1.774 -4.284 6.832  0.074
O4 4.893 1.071 1.381  0.145
H8 -4.799 4.258 -3.001  0.091
H9 -0.744 2.286 -5.471  0.181
C2 -5.234 8.358 -0.348  -0.081
F2 2.145 -4.363 -4.972  0.091
H10 -3.684 3.457 -1.671  0.086
C3 -4.031 -4.103 6.644  -0.323
O5 -7.436 8.332 -0.932  0.142
O6 2.944 2.208 1.454  0.048
H11 -2.600 -2.975 5.473  0.132
C4 7.142 -6.130 -0.184  -0.061
C5 -1.363 2.374 -0.452  -0.162
H12 -1.377 -1.208 0.417  0.019
C6 -0.707 -2.857 2.926  -0.535
C7 3.356 -4.029 -2.988  -0.052
C8 3.993 0.323 2.172  -0.320
H13 4.355 -4.452 -3.085  0.116
O7 -5.786 9.647 -0.131  0.080
O8 7.179 -5.125 -2.230  0.144
O9 6.060 -6.619 -0.966  0.081
N1 -0.811 2.007 -4.482  0.156
C9 -2.764 -3.323 6.496  -0.066
O10 3.359 -2.897 -2.126  0.081
F3 -6.291 6.407 -1.122  0.060
F4 8.805 -4.581 -0.778  0.089
C10 -0.325 -4.308 1.304  -0.323
O11 -3.647 -5.413 6.280  0.141
C11 -0.997 3.890 -0.084  -0.657
H14 3.637 -3.023 -4.907  0.183
C12 0.567 4.208 -0.312  -0.117
C13 2.856 -3.451 -4.272  -0.308
C14 2.464 -2.012 -2.641  -0.548
H15 -5.184 7.820 0.603  0.150
C15 -3.785 3.769 -2.780  -0.079
C16 -2.595 4.816 -3.087  -0.617
C17 6.179 -6.048 -2.197  -0.534
H16 4.227 0.467 3.230  0.180
H17 1.915 0.777 2.558  0.147
Cl2 0.132 5.553 -3.657  0.601
H18 -4.228 8.428 -0.765  0.124
O12 -1.730 -6.542 6.696  0.170
H19 -0.480 -5.638 3.007  0.155
O13 2.146 -0.986 -2.105  0.094
O14 -1.202 -3.282 1.729  0.102
O15 1.977 -2.427 -3.843  0.118
H20 -3.730 2.822 -3.416  0.088
H21 7.962 -6.853 -0.205  0.153
C18 -1.108 1.969 -1.972  -0.064
N2 -0.908 0.625 -2.522  -0.251
C19 0.184 -4.876 2.590  -0.052
C20 -1.038 2.786 -3.275  -0.130
H22 0.821 4.137 -1.434  0.047
O16 4.832 3.246 0.762  0.180
O17 5.484 -6.321 -3.135  0.150
F5 -4.973 -3.672 5.771  0.078
C21 -6.206 7.748 -1.305  -0.342
H23 -2.723 -2.465 7.169  0.147
H24 -2.468 2.181 -0.222  0.122
H25 6.903 -3.986 -0.538  0.177
H26 -0.751 1.705 0.257  0.111
H27 -5.998 7.967 -2.357  0.167
C22 -7.116 9.555 -0.418  -0.525
O18 -0.589 -0.800 -0.030  -0.383
C23 -1.243 4.385 -3.312  -0.570
C24 2.656 0.850 1.759  -0.069
O19 -1.021 -1.829 3.455  0.161
H28 1.171 3.420 0.270  0.075
F6 -1.040 -5.227 0.615  0.086
C25 4.276 2.266 1.159  -0.526
Cl3 -1.318 4.060 1.747  0.554
C26 -2.328 -5.510 6.609  -0.533
C27 -0.735 0.646 -3.953  -0.022
H29 -1.655 4.682 -0.573  0.089
H30 2.262 0.353 0.868  0.135


Which value of net charge does entry 2 give?
+1


Number 3 is which compound?
C27H30Br2F3N7


What did the third record say?
Molecular formula: C27H30Br2F3N7
Method: DFT, wB97M-V/def2-TZVPD

Computed properties:
**Electronic energy**: -187136.845 eV
**F_max**: 0.1499 Eh/bohr
**Net charge**: 0

Each line ends with the natural charge from an NBO analysis.
Element x y z (Å)
N1 0.327 -0.652 -0.891  -0.417
H1 2.510 -2.908 1.351  0.373
C1 0.818 0.612 -0.245  0.122
H2 -1.791 -3.350 0.252  0.241
H3 3.819 1.522 -2.507  0.226
H4 -3.736 2.922 -2.845  0.218
C2 -1.534 4.740 -5.369  0.031
C3 2.814 0.894 -2.377  -0.463
H5 4.025 -0.822 -3.275  0.215
C4 -3.767 -1.611 -1.476  0.272
C5 3.633 -1.432 -1.111  -0.447
C6 2.032 3.451 1.025  -0.222
C7 -0.686 0.102 5.301  0.036
C8 -1.909 -0.526 5.127  -0.265
H6 -3.152 6.127 -5.660  0.221
H7 2.686 -1.776 -0.515  0.220
C9 -0.373 -0.888 7.353  0.028
H8 -1.419 2.157 -3.378  0.196
F1 -4.091 -1.703 -0.004  -0.382
N2 -0.954 0.593 1.932  -0.387
N3 0.093 -0.059 6.393  -0.415
Br1 -3.330 0.311 -1.997  0.083
H9 0.351 3.083 2.725  0.243
C10 -3.615 4.586 -4.218  -0.163
H10 -0.467 -3.370 -1.094  0.254
C11 3.149 -0.697 -2.488  -0.404
C12 -1.844 3.031 -3.863  0.029
H11 -0.864 5.216 -6.080  0.194
C13 -5.138 -2.043 -2.291  0.577
H12 -3.314 -1.886 6.031  0.214
C14 2.659 2.821 -0.359  -0.227
H13 3.239 -3.071 2.834  0.376
C15 -0.778 -1.313 -0.120  0.174
F2 -4.883 -2.902 -3.484  -0.345
N4 -1.034 3.647 -4.751  -0.415
H14 -4.616 4.951 -4.011  0.218
C16 -2.361 -1.375 6.133  -0.169
C17 -3.129 3.457 -3.567  -0.264
C18 4.632 -2.628 1.295  0.560
N5 5.028 -3.962 1.131  -0.625
H15 -2.036 -2.330 -2.898  0.269
H16 2.199 -1.255 -2.943  0.230
H17 5.615 -0.864 1.652  0.378
C19 -2.515 -2.607 -1.844  -0.474
C20 -1.382 -2.735 -0.667  -0.457
H18 5.434 0.105 -0.826  0.214
C21 -1.367 -0.688 1.262  -0.009
C22 0.158 1.200 1.121  0.133
H19 2.134 1.207 -3.290  0.246
N6 3.254 -2.461 1.968  -0.919
Br2 -6.523 -2.806 -1.067  0.104
H20 3.565 3.414 -0.861  0.238
H21 4.184 -2.436 -1.449  0.229
H22 -2.223 -1.317 1.808  0.231
C23 2.082 1.388 -1.001  0.018
H23 4.268 -4.596 1.522  0.326
C24 -2.804 5.243 -5.137  -0.263
C25 0.796 2.624 1.723  -0.220
H24 -2.964 -3.703 -1.992  0.249
H25 4.082 0.136 0.485  0.202
H26 0.270 -0.998 8.221  0.193
C26 -1.581 -1.563 7.268  -0.268
H27 2.501 4.436 1.447  0.245
N7 5.489 -1.486 0.797  -0.650
C27 4.717 -0.602 -0.206  -0.240
H28 -2.494 -0.359 4.230  0.223
H29 -0.288 0.771 4.544  0.207
H30 -1.904 -2.218 8.069  0.219
F3 -5.695 -0.751 -2.842  -0.363